Entry from OMol25: a 6-piece molecular cluster, C40H84BNO24P5S2 overall at a distorted geometry (ωB97M-V with the def2-TZVPD basis set).

Total energy: -162232.1570 eV
Orbital gap: 3.017 eV
Highest occupied orbital energy: -0.175 hartree
Charge: -1

Each line ends with the Löwdin charge.
Positions of all 157 atoms, in Å:
S -6.34502 0.46313 -3.38127  0.541
S -0.74850 -1.81627 -3.97657  0.771
P -3.33925 3.68266 4.44731  0.784
P 4.16828 -7.09748 -8.79075  0.754
P 6.08554 0.52176 -5.83936  0.756
P 0.86828 7.62872 1.91280  0.754
P -1.57636 6.34077 10.93626  0.757
O 4.54372 -8.75004 -9.13881  -0.267
O -0.92378 -5.64235 2.82151  -0.045
O -2.98382 7.27338 10.55913  -0.254
O -2.43477 3.81392 3.21468  -0.293
O 1.24372 5.97617 1.56473  -0.254
O -1.69478 5.58763 9.60455  -0.287
O -3.56393 1.99688 4.13010  -0.237
O -0.16884 5.40815 11.31331  -0.260
O 1.27659 -6.09871 1.85333  -0.131
O 6.31839 1.37172 -4.35059  -0.260
O -2.34694 -1.63001 -0.93936  -0.031
O -0.72112 7.24539 2.10501  -0.283
O 4.70084 0.07950 -5.34773  -0.281
O -4.90343 3.95506 4.01233  -0.284
O 0.49281 9.28122 2.26095  -0.264
O 4.89459 -7.23601 -7.44613  -0.285
O 7.20885 -0.59721 -5.39646  -0.292
O -0.65043 7.68562 10.72624  -0.290
O 3.79281 -5.44498 -8.44260  -0.255
O 2.57888 -7.48082 -8.59853  -0.289
O 5.85267 -0.32826 -7.32804  -0.264
O 1.59459 7.49020 3.25741  -0.292
O -3.11457 5.36849 4.76444  -0.311
O -1.63793 -0.59383 0.99260  -0.083
N 0.37560 0.26248 0.19677  -0.014
C 0.24834 -3.27246 -4.60350  -0.563
C -5.39832 -2.67117 -1.01232  0.005
C 4.27191 -9.12261 -10.47658  -0.165
C 0.97191 5.60360 0.22696  -0.151
C -6.15588 -3.89299 -1.83663  -0.080
C 4.68724 0.01129 -8.05831  -0.153
C -5.58483 -5.55573 0.37894  -0.112
C 1.25710 -2.81296 2.20601  0.071
C -0.11086 -1.16850 -2.33564  -0.388
C 2.60497 1.51840 0.02278  -0.125
C -2.38101 1.22531 4.01982  -0.130
C -4.70715 -2.86621 0.49486  -0.103
C -6.22702 -5.37672 -1.12965  -0.118
C 2.48222 -6.53606 -0.39198  -0.103
C -0.86557 -1.85673 -1.01103  -0.287
C -0.94895 -5.79896 0.27639  -0.098
C -0.36468 -1.04852 0.34208  -0.298
C 2.21052 -8.41581 -7.59921  -0.112
C -1.63580 -4.28938 0.06113  -0.138
C -3.54821 0.66866 -0.15419  -0.088
C 0.36250 7.67811 9.73506  -0.110
C -3.93087 -1.59739 1.21449  -0.074
C -4.15210 6.53334 10.25210  -0.146
C 4.89591 -4.61251 -8.13120  -0.146
C 6.99896 -1.35689 -4.21860  -0.110
C 7.44967 2.22171 -4.35503  -0.163
C -3.99396 0.87185 -1.73354  -0.265
C -1.08948 6.31040 3.10433  -0.113
C -5.57781 1.37926 -1.89648  -0.535
C 0.30662 -1.95028 1.58070  0.030
C 1.79943 -2.93264 -5.01183  -0.194
C 1.75340 -7.16891 0.96205  -0.230
C -4.82946 -4.36521 1.22321  -0.046
C -0.17023 -5.86132 1.71823  -0.261
C -3.59873 5.77580 6.03014  -0.151
C 0.26528 5.55457 12.65213  -0.162
C -5.17638 4.82388 2.92644  -0.109
C -0.66073 -3.51475 -1.02030  -0.113
C 1.59591 10.11370 2.57235  -0.164
C 1.81748 0.18101 0.64646  -0.272
B -2.88251 -0.80593 0.17212  -0.907
H 1.97554 -9.36928 -8.07701  0.084
H 4.48270 1.08381 -7.98359  0.083
H 8.35731 1.64900 -4.56241  0.079
H -5.96645 4.37954 2.31624  0.092
H 1.04861 -1.27758 -2.20153  0.098
H -5.65066 -6.64200 0.86748  0.068
H -3.22994 -2.02546 2.08062  0.111
H -5.64367 2.55585 -2.06539  0.078
H 0.48533 -3.68566 -0.85142  0.106
H 2.50702 -3.36029 -4.15176  0.078
H 1.96559 2.50083 0.13824  0.049
H 4.50043 -10.18429 -10.59888  0.088
H 4.61865 -3.57580 -8.33857  0.081
H -1.98529 6.67804 3.61064  0.081
H -5.02366 7.16538 10.44059  0.086
H -5.34518 -1.60007 -1.53327  0.061
H 2.05434 -3.59947 -5.96760  0.068
H 1.31471 -8.04816 -7.09290  0.094
H -4.68311 -0.87289 1.74299  0.100
H 1.83972 10.02556 3.63403  0.083
H -2.62494 0.18200 4.23582  0.093
H 7.32268 3.00145 -5.10983  0.077
H -6.60685 -3.64072 -2.89333  0.069
H 7.27354 -2.39493 -4.42129  0.091
H 5.96399 -1.33361 -3.87436  0.087
H -0.12423 1.06722 0.63423  0.129
H 2.59483 -7.75324 1.53717  0.125
H -1.62705 1.56879 4.73487  0.084
H 5.76450 -4.87656 -8.74238  0.082
H -7.33082 -0.42610 -2.85047  -0.133
H 3.21711 -8.95914 -10.71213  0.080
H 4.84733 -0.24662 -9.10830  0.083
H -1.32446 5.35693 2.62654  0.062
H -1.99124 1.28658 3.00065  0.080
H -4.21975 5.63929 10.87966  0.084
H 0.23677 6.87975 9.00224  0.088
H 1.31865 11.15041 2.36497  0.080
H -4.33450 -4.49961 2.29799  0.099
H 1.95960 0.28376 1.82704  0.119
H 7.54320 2.68711 -3.37065  0.091
H -0.30954 6.15407 3.85097  0.094
H -1.87060 -6.55685 0.29183  0.131
H -0.50750 5.18950 13.33287  0.077
H 1.33322 7.56715 10.22289  0.086
H -4.66529 5.55437 6.12078  0.080
H 2.99046 -8.57214 -6.85257  0.086
H -1.79476 -3.71329 1.06834  0.118
H 2.07323 -3.46248 2.77129  0.057
H -0.08289 5.76707 -0.00858  0.085
H 4.89825 -8.54024 -11.15658  0.077
H -3.91137 -0.10455 -2.37395  0.074
H 1.86085 -5.67894 -0.89731  0.059
H -4.14800 6.25423 9.19547  0.076
H -5.53301 5.77854 3.31893  0.083
H 2.41227 -0.74585 0.20304  0.126
H 2.01777 -1.80846 -5.25237  0.072
H 1.20043 4.54192 0.10467  0.064
H 0.34221 8.63644 9.21048  0.093
H -3.45221 6.85401 6.13190  0.092
H -2.65076 -4.50506 -0.51411  0.118
H 2.68873 -7.35320 -1.22178  0.084
H -0.28165 -6.12277 -0.64567  0.102
H 1.17487 4.96536 12.79287  0.090
H -3.04503 5.26246 6.81993  0.075
H -3.33828 1.70184 -2.23580  0.101
H 3.54402 1.66598 0.74513  0.072
H -6.22930 1.07402 -0.95504  0.079
H 1.59825 6.18596 -0.45304  0.076
H 3.83518 -0.56300 -7.68606  0.084
H 0.27078 -4.20628 -3.89835  0.063
H 0.90809 -7.95900 0.67330  0.138
H 0.48638 6.60268 12.86982  0.080
H 3.02631 1.33897 -1.05465  0.069
H 5.13972 -4.70065 -7.06951  0.090
H -2.80631 1.56423 0.08846  0.106
H -4.52574 0.90109 0.48408  0.092
H -6.73501 -6.23729 -1.74165  0.059
H -0.28842 -3.63670 -5.60551  0.084
H -0.91195 -3.98982 -2.07965  0.104
H -0.35738 -0.00056 -2.32535  0.106
H 2.46450 9.84965 1.96116  0.078
H 7.64789 -0.97140 -3.42936  0.086
H 3.52650 -6.08809 -0.09803  0.080
H -4.30673 5.00016 2.29174  0.086